Entry 1:
ORCA calculation (wB97M-V/def2-TZVPD) on a structure of composition N6O18Pt3 in a non-equilibrium geometry.

Results
electronic energy	-55501.10502	eV
E_HOMO (alpha / beta)	-9.8 / -9.9	eV
spin multiplicity	7
<S²>	12.0504

Each line ends with the Mulliken spin population.
Geometry (Å):
Pt1 -2.667 -0.232 -1.853  0.7389
Pt2 -0.054 1.023 -2.522  1.9112
Pt3 0.135 2.452 3.049  1.6783
O1 -2.537 -3.166 -4.272  0.0078
O2 -4.168 1.283 -0.877  0.0262
O3 -3.689 -0.020 0.767  0.0213
O4 2.215 1.585 6.107  0.0195
O5 3.343 -1.833 -0.740  0.4799
O6 -1.756 -1.649 -2.942  -0.0541
O7 1.879 -0.363 -3.473  0.1896
O8 -3.956 -1.874 -3.329  0.0295
O9 3.684 0.426 -2.495  0.0169
O10 -0.071 -0.063 1.851  0.0241
O11 4.965 -2.601 0.405  0.3728
O12 -0.216 2.037 1.053  0.0805
O13 1.720 1.192 4.067  0.0971
O14 1.922 1.330 -2.117  0.0902
O15 2.947 -3.114 0.871  0.1787
O16 0.157 0.254 -0.229  0.0588
O17 0.551 2.733 5.059  0.1137
O18 -5.130 1.561 1.115  0.0018
N1 -4.333 1.009 0.435  0.0064
N2 3.738 -2.555 0.198  -0.0324
N3 -2.810 -2.277 -3.572  -0.0058
N4 2.537 0.435 -2.629  -0.0254
N5 -0.015 0.652 0.900  -0.0191
N6 1.609 1.776 5.171  -0.0064


Entry 2:
ORCA calculation (wB97M-V/def2-TZVPD) on a cluster of 3 separate species, C29H39ClFIN5O12 in total in a non-equilibrium geometry.

Results
net charge	+1
electronic energy	-86059.93721	eV
E_HOMO	-11.1	eV

Each line ends with the Löwdin charge.
Geometry (Å):
I1 0.149 3.493 -5.134  0.9822
Cl1 -3.487 3.853 -2.213  0.7023
F1 4.176 1.771 0.049  0.1118
O1 -1.813 -7.304 5.453  0.1249
O2 -1.849 1.504 -3.309  -0.1452
O3 -2.726 -4.368 1.169  0.0546
O4 4.203 0.053 1.448  0.1960
O5 1.733 1.952 -3.231  0.0302
O6 7.946 4.790 5.718  0.1118
O7 0.348 -1.440 -4.514  -0.0438
O8 5.626 5.221 6.763  0.1258
O9 3.951 1.773 4.045  0.0775
O10 -4.269 -7.078 4.677  0.1393
O11 -0.264 -4.666 1.876  0.1073
O12 6.317 1.278 3.056  0.1115
N1 -1.824 -2.781 -1.231  0.0315
N2 -0.583 1.669 -1.404  0.0557
N3 1.510 1.384 1.900  0.0758
N4 0.118 -0.379 -1.996  0.0847
N5 1.384 0.903 -0.383  0.0516
C1 3.714 0.586 0.529  -0.4381
C2 -0.866 -6.002 3.720  0.0807
C3 -1.363 -0.474 -2.029  -0.1311
C4 -1.166 -5.279 2.635  -0.2295
C5 -1.941 -1.358 -0.919  -0.1906
C6 0.458 -2.342 -3.428  -0.2162
C7 -3.243 2.817 -0.769  -0.6862
C8 4.838 2.481 4.495  -0.3086
C9 -2.967 1.078 -4.099  -0.2110
C10 -2.517 0.728 -5.499  -0.2360
C11 1.318 1.997 0.609  -0.1953
C12 4.638 3.513 5.484  0.0656
C13 0.756 2.613 -3.301  -0.8125
C14 -3.693 0.196 -6.315  -0.0910
C15 7.284 2.999 4.324  0.0751
C16 -1.948 -6.630 4.452  -0.3015
C17 6.236 2.251 3.946  -0.2281
C18 -2.590 -5.082 2.157  -0.2985
C19 7.081 4.044 5.301  -0.3099
C20 2.593 0.050 -0.346  -0.0125
C21 -3.372 -6.454 3.949  -0.2238
C22 5.690 4.251 5.871  -0.2327
C23 0.380 0.689 -1.228  -0.2395
C24 -3.666 -5.718 2.861  0.0735
C25 -1.781 1.030 -2.002  -0.3882
C26 0.882 -1.621 -2.146  -0.1076
C27 -4.449 2.953 0.155  -0.1115
C28 -2.991 1.353 -1.121  -0.1320
C29 -0.106 2.899 -2.066  -0.1349
H1 0.146 -6.145 4.071  0.1396
H2 0.769 -2.296 -1.295  0.1252
H3 5.442 0.847 2.998  0.0830
H4 -1.734 -0.033 -5.433  0.1023
H5 6.534 5.581 6.839  0.1249
H6 0.784 0.702 2.090  0.0980
H7 -2.979 -1.059 -0.748  0.1144
H8 -1.404 -1.173 0.020  0.1326
H9 -3.437 0.201 -3.634  0.1299
H10 -3.905 0.916 -1.533  0.1367
H11 -4.558 2.064 0.779  0.0831
H12 2.147 2.681 0.419  0.1307
H13 -0.510 -2.817 -3.300  0.0947
H14 3.004 0.005 -1.352  0.1341
H15 -4.676 -5.584 2.502  0.1378
H16 -2.340 -2.970 -2.086  0.0869
H17 -2.092 1.616 -5.968  0.0563
H18 0.553 3.448 -1.390  0.1282
H19 8.279 2.849 3.931  0.1377
H20 -2.360 3.216 -0.268  0.0943
H21 3.644 3.659 5.884  0.1323
H22 1.928 -1.372 -2.267  0.1095
H23 -5.364 3.062 -0.427  0.0760
H24 -0.949 3.534 -2.308  0.0591
H25 -4.352 3.827 0.797  0.0842
H26 -2.814 0.868 -0.157  0.1214
H27 -3.784 -7.526 5.401  0.1299
H28 -3.933 -0.831 -6.031  0.0763
H29 -1.679 -0.877 -2.992  0.1458
H30 -4.594 0.793 -6.152  0.0782
H31 1.525 2.060 2.655  0.0969
H32 -3.471 0.202 -7.381  0.0771
H33 -2.302 -3.309 -0.506  0.0372
H34 -0.767 -4.252 1.147  0.0983
H35 1.200 -3.121 -3.618  0.1341
H36 2.357 -0.944 0.023  0.1389
H37 1.152 -1.449 -5.041  0.1029
H38 0.389 2.544 0.478  0.1143
H39 -3.706 1.885 -4.109  0.1042


Entry 3:
ORCA calculation (wB97M-V/def2-TZVPD) on a structure of composition C40H42AuClN2SSb2Si in a non-equilibrium geometry.

Results
net charge	+2
electronic energy	-93129.55901	eV
E_HOMO	-12.4	eV
ΔE to the lowest compared entry with this formula, charge and spin	1.396	eV

Each line ends with the Löwdin charge.
Geometry (Å):
Au1 0.625 -1.967 0.315  0.5874
Sb1 1.459 0.984 -1.480  1.5094
Sb2 1.678 0.829 1.271  1.5023
Cl1 3.941 -4.105 4.456  0.7552
S1 -1.459 -1.723 -0.521  0.5884
Si1 -4.932 -2.298 -0.610  0.5242
N1 -1.520 -2.918 1.841  -0.0326
N2 2.314 -3.096 1.014  -0.1325
C1 4.056 -5.058 1.919  -0.0386
C2 -1.285 1.358 -2.665  -0.1193
C3 -0.887 2.372 1.322  -0.1508
C4 -4.162 -1.869 -2.260  -0.2141
C5 4.118 0.201 -0.588  -0.3423
C6 -5.910 -0.834 0.031  -0.1630
C7 2.423 2.631 2.105  -0.3890
C8 -0.128 -0.608 -3.489  -0.1459
C9 -2.276 -0.006 -4.379  -0.0634
C10 2.352 2.895 -3.601  -0.1174
C11 3.643 3.183 1.717  -0.1393
C12 -3.679 -2.733 0.767  -0.2424
C13 2.247 3.975 -1.444  -0.1252
C14 3.654 -0.118 0.834  -0.2871
C15 -1.228 0.154 2.263  -0.1577
C16 2.092 2.842 -2.233  -0.3692
C17 2.677 5.161 -2.025  -0.0567
C18 2.207 4.319 3.807  -0.0488
C19 -1.181 -0.856 -4.358  -0.0562
C20 -3.452 -3.718 2.980  -0.0478
C21 2.949 5.211 -3.383  -0.0475
C22 -0.430 1.114 1.686  -0.4030
C23 -2.295 -2.537 0.823  -0.7105
C24 -2.573 0.452 2.449  -0.0452
C25 -4.234 -3.334 1.900  -0.0756
C26 -2.089 -3.502 2.892  -0.1416
C27 3.534 -4.109 2.789  -0.6380
C28 -6.019 -3.806 -0.828  -0.1670
C29 3.676 -5.005 0.589  -0.0148
C30 1.711 3.197 3.160  -0.1221
C31 2.786 4.081 -4.172  -0.0538
C32 2.803 -4.017 0.172  -0.1228
C33 -2.333 1.094 -3.533  -0.0632
C34 2.665 -3.148 2.302  -0.1735
C35 -2.235 2.644 1.510  -0.0491
C36 3.186 -0.233 -1.722  -0.3281
C37 3.410 4.878 3.406  -0.0432
C38 4.127 4.311 2.360  -0.0533
C39 -0.190 0.505 -2.658  -0.4316
C40 -3.073 1.687 2.070  -0.0414
H1 4.350 1.265 -0.694  0.0937
H2 -3.882 -4.180 3.857  0.1111
H3 1.653 4.752 4.628  0.1196
H4 -6.346 -1.038 1.011  0.0350
H5 -1.145 -1.713 -5.017  0.1207
H6 2.205 2.026 -4.234  0.1062
H7 2.990 4.125 -5.233  0.1186
H8 0.722 -1.279 -3.469  0.1026
H9 -1.422 -3.799 3.694  0.1105
H10 3.793 5.754 3.910  0.1203
H11 -3.095 -0.203 -5.056  0.1229
H12 -3.477 -2.638 -2.618  0.0330
H13 -5.301 -3.517 1.939  0.1052
H14 4.047 -5.728 -0.123  0.1260
H15 3.283 6.137 -3.831  0.1193
H16 3.624 -0.042 -2.700  0.0786
H17 -3.220 -0.292 2.895  0.1202
H18 -4.974 -1.782 -2.986  0.0460
H19 -5.425 -4.686 -1.081  0.0427
H20 -2.625 3.610 1.217  0.1200
H21 -1.326 2.224 -2.015  0.1048
H22 -5.272 0.048 0.125  0.0202
H23 -3.192 1.750 -3.552  0.1212
H24 2.470 -3.959 -0.855  0.1109
H25 4.734 -5.818 2.283  0.1283
H26 4.266 0.366 1.595  0.0687
H27 2.045 3.949 -0.381  0.0766
H28 -3.626 -0.919 -2.235  -0.0124
H29 -0.238 3.126 0.889  0.1004
H30 4.219 2.767 0.899  0.0905
H31 3.564 -1.173 1.036  0.0113
H32 5.077 -0.321 -0.686  0.1360
H33 -4.119 1.914 2.217  0.1201
H34 2.920 -1.287 -1.639  0.0433
H35 -6.606 -4.044 0.060  0.0316
H36 -6.726 -3.639 -1.643  0.0400
H37 -0.841 -0.812 2.556  0.0694
H38 0.767 2.774 3.482  0.0987
H39 -6.727 -0.581 -0.646  0.0391
H40 5.067 4.746 2.047  0.1185
H41 2.232 -2.411 2.966  0.1123
H42 2.795 6.045 -1.413  0.1164


Entry 4:
ORCA calculation (wB97M-V/def2-TZVPD) on a structure of composition C33H45N9O2S2TbTe in a non-equilibrium geometry.

Results
net charge	+3
electronic energy	-103831.43681	eV
E_HOMO (alpha / beta)	-14.3 / -14.3	eV
spin multiplicity	7
<S²>	12.6929

Each line ends with the Mulliken spin population.
Geometry (Å):
Tb1 0.598 0.465 -0.032  5.9648
Te1 -3.285 -0.627 0.570  -0.0077
S1 -1.051 -3.194 -2.000  0.0026
S2 1.368 -4.494 -0.857  0.0001
O1 4.600 1.749 -1.304  0.0006
O2 2.396 0.510 -1.287  -0.0047
N1 1.973 2.838 -0.083  0.0058
N2 1.874 0.787 3.304  0.0014
N3 -0.829 2.456 -0.155  0.0014
N4 2.381 -1.793 -1.023  0.0021
N5 1.254 -0.157 4.030  -0.0006
N6 0.369 -0.287 2.068  -0.0032
N7 1.134 2.878 -4.622  -0.0001
N8 1.316 0.676 2.093  -0.0055
N9 1.039 -1.747 -1.066  0.0047
C1 5.261 0.559 -0.947  0.0007
C2 -4.851 -3.066 1.733  -0.0005
C3 -0.575 3.439 -1.269  0.0035
C4 -5.119 1.136 -1.095  -0.0004
C5 -5.714 1.677 -2.209  -0.0001
C6 -0.987 -5.058 -2.113  0.0000
C7 0.020 -5.666 -1.161  0.0001
C8 0.480 -2.961 -1.185  -0.0010
C9 -4.662 -3.092 -0.705  -0.0004
C10 1.836 -0.393 5.365  -0.0002
C11 3.020 -0.633 -1.114  0.0233
C12 -0.373 -0.694 6.611  0.0000
C13 4.491 -0.608 -1.052  -0.0003
C14 0.255 -0.714 3.325  -0.0019
C15 0.557 1.677 6.066  0.0000
C16 0.889 3.527 -3.284  -0.0011
C17 0.394 4.589 -0.889  -0.0010
C18 -4.451 -2.402 0.523  -0.0002
C19 -4.014 0.588 -3.591  0.0007
C20 -0.105 2.652 -2.506  0.0019
C21 0.876 0.157 6.399  -0.0001
C22 6.598 0.528 -0.685  0.0000
C23 -5.660 -4.956 0.491  -0.0010
C24 1.864 4.021 -0.993  0.0019
C25 -4.016 0.274 -1.194  -0.0008
C26 -5.429 -4.327 1.682  0.0004
C27 7.200 -0.691 -0.583  -0.0005
C28 6.518 -1.870 -0.935  0.0002
C29 -5.178 1.412 -3.457  0.0001
C30 -3.437 -0.026 -2.465  0.0010
C31 2.162 3.751 -2.500  -0.0021
C32 -5.253 -4.327 -0.706  0.0005
C33 5.168 -1.842 -1.240  -0.0005
H1 -0.433 -5.963 -0.197  0.0000
H2 0.442 1.753 -2.136  0.0003
H3 1.630 1.980 -4.435  0.0001
H4 2.550 4.799 -0.688  -0.0004
H5 -5.678 -4.775 2.681  0.0000
H6 0.217 4.997 0.148  -0.0001
H7 -2.000 -5.412 -1.936  0.0000
H8 -1.574 3.904 -1.559  0.0000
H9 7.012 -2.821 -0.986  0.0000
H10 -5.474 1.335 -0.107  0.0004
H11 -0.149 -1.794 6.685  0.0000
H12 1.691 3.519 -5.189  0.0000
H13 0.409 4.469 -3.565  0.0004
H14 1.415 0.240 7.382  0.0000
H15 -4.426 -2.610 -1.686  0.0001
H16 0.019 2.089 6.919  0.0000
H17 2.807 2.835 -2.538  0.0001
H18 7.222 1.417 -0.612  0.0000
H19 -0.111 1.779 5.212  0.0001
H20 -0.863 2.964 0.728  0.0025
H21 -0.748 -5.249 -3.172  0.0001
H22 4.640 -2.787 -1.440  -0.0001
H23 -5.638 1.841 -4.369  0.0000
H24 -5.453 -4.833 -1.636  0.0000
H25 2.884 2.391 -0.169  0.0024
H26 -0.397 -1.480 3.698  0.0002
H27 2.025 -1.444 5.578  0.0000
H28 1.840 3.088 0.896  -0.0001
H29 -2.587 -0.708 -2.575  0.0003
H30 2.732 4.606 -2.924  0.0002
H31 -1.089 -0.635 5.795  0.0000
H32 8.219 -0.734 -0.301  0.0000
H33 0.422 -6.628 -1.519  0.0000
H34 0.259 2.665 -5.164  0.0000
H35 -0.843 -0.433 7.559  0.0000
H36 -6.043 -5.972 0.471  0.0000
H37 -6.583 2.363 -2.091  0.0000
H38 -1.745 2.020 -0.309  0.0095
H39 -3.596 0.369 -4.597  0.0000
H40 0.199 5.458 -1.565  0.0000
H41 -4.673 -2.503 2.676  0.0001
H42 1.497 2.250 5.951  0.0000
H43 2.741 0.176 5.411  -0.0001
H44 5.281 2.467 -1.158  0.0000
H45 -0.953 2.287 -3.116  -0.0001